Formula: C3H12BN2O3
Source: the Open Molecules 2025 dataset
Level of theory: the ωB97M-V functional and the def2-TZVPD basis

Last column: Mulliken charge in e.
Geometry (Å):
N 2.7688 -0.9272 -0.0740  -0.575
C 2.1568 0.2765 0.4680  -0.732
C 0.7734 0.5332 -0.1272  0.548
O 0.8035 1.0154 -1.4650  -0.610
C -0.0550 -0.7337 -0.2298  -1.151
N -1.3953 -0.3612 -0.8300  -0.096
B -2.4255 0.1051 0.2125  0.477
O -3.0387 -0.9180 0.8287  -0.447
O -2.5760 1.4358 0.2862  -0.452
H 3.7562 -0.9577 0.1458  0.263
H 2.3710 -1.7624 0.3399  0.192
H 2.7712 1.1282 0.1710  0.392
H 2.0964 0.3060 1.5635  0.366
H 0.2541 1.2641 0.5055  0.271
H 1.0444 1.9502 -1.4785  0.366
H -0.2252 -1.1959 0.7408  0.321
H 0.4140 -1.4368 -0.9129  0.484
H -1.7736 -1.1682 -1.3271  0.355
H -1.1932 0.3648 -1.5292  0.378
H -3.5258 -0.7297 1.6414  0.324
H -3.0016 1.8116 1.0701  0.326

Calculated values
* net charge: +1
* structure (SMILES): NC[C@@H](O)C[NH2+]B(O)O
* lowest unoccupied orbital energy: -3.3 eV
* total energy: -481.4843 Ha
* gap between HOMO and LUMO: 9.576 eV
* maximum force: 0.596 eV/A